No. 1
A molecular structure, C11H17NO2S at a distorted geometry, computed with ωB97M-V/def2-TZVPD.

Geometry as XYZ:
```
32
Properties=species:S:1:pos:R:3:forces:R:3
C 1.291 -0.941 0.013 -0.07 -0.11 -0.67
C 0.222 0.491 1.840 -0.26 1.60 0.80
C -1.276 0.400 1.346 2.84 -1.97 0.34
C 1.820 1.420 -0.023 -2.47 -3.48 -0.26
C -0.643 1.554 -0.816 -1.16 2.02 1.17
C -0.989 -1.007 -0.789 1.18 4.28 -0.98
C 0.916 0.259 -2.132 1.57 -3.43 3.41
C 1.417 0.215 0.926 3.30 0.44 0.35
C -1.423 0.371 -0.126 1.74 -0.48 -2.30
C 0.903 1.443 -1.188 -3.09 1.02 -2.36
C 0.490 -0.975 -1.274 -0.77 1.56 3.21
N 0.140 -5.115 0.684 -0.16 -0.35 -0.11
O 2.943 -3.122 -0.306 2.43 -0.37 -0.39
O 0.896 -2.255 -1.642 0.62 -1.42 -1.16
S 1.605 -2.684 -0.168 -2.67 0.95 0.76
H 0.225 1.462 2.440 0.91 -0.62 -1.36
H 0.429 -0.150 2.653 -0.48 -1.33 0.90
H -1.611 -0.462 1.895 -0.96 -0.51 -0.26
H -1.659 1.243 1.776 -1.74 2.12 0.82
H 1.816 2.312 0.438 -0.33 3.10 2.05
H 2.750 1.314 -0.418 3.05 -0.75 -0.81
H -1.328 1.749 -1.709 1.60 0.16 0.64
H -0.914 2.411 -0.040 1.01 -1.08 -1.80
H -1.116 -1.755 -0.124 -0.37 -2.64 2.14
H -1.623 -1.140 -1.593 -1.35 -0.60 -1.94
H 0.249 0.238 -2.898 -1.65 0.88 -2.64
H 1.896 -0.101 -2.403 0.59 0.59 -0.71
H 2.399 -0.027 1.570 -2.21 0.71 -0.90
H -2.372 0.681 -0.540 -0.94 -0.77 0.89
H 1.165 2.235 -1.931 -0.26 0.30 1.11
H -0.697 -4.680 0.287 -0.02 0.16 -0.22
H -0.227 -5.478 1.567 0.13 -0.01 0.29
```
Positions in Å, forces in eV/Å.

## Properties
**E_HOMO (spin up / spin down)**: -0.3206 / -0.2902 Ha
**Net charge**: 0



No. 2
A single C10H11ClO2S molecule at a distorted geometry, computed with ωB97M-V/def2-TZVPD.

Geometry as XYZ:
```
25
Properties=species:S:1:pos:R:3:forces:R:3
C -1.976 1.009 1.487 -0.25 0.79 1.32
C -1.227 -0.046 2.062 -1.71 -0.59 -0.44
C -1.910 1.262 0.142 0.28 -0.93 -0.23
C -0.662 -0.978 1.204 0.54 -0.62 1.94
C -1.142 0.389 -0.629 -0.08 0.29 -1.48
C -0.548 -0.775 -0.153 0.15 0.86 -0.43
C 2.471 1.816 -0.420 2.08 -1.65 1.06
C 0.250 -1.643 -1.100 -1.32 2.08 -2.47
C 1.569 -1.044 -1.589 1.95 -0.82 -0.43
C 2.399 0.562 0.499 -2.29 1.08 0.31
O 1.540 2.416 -0.808 -1.78 0.91 -0.58
O 2.724 -2.040 0.546 0.24 -1.00 0.51
S 2.951 -0.966 -0.422 -0.74 0.65 0.54
Cl 3.532 0.759 1.848 -0.01 0.05 -0.18
H -2.668 1.739 1.954 0.77 -0.90 0.74
H -1.271 -0.509 3.063 -0.33 1.51 -0.15
H -2.556 2.063 -0.223 0.60 -0.22 -0.41
H -0.345 -1.824 1.846 0.47 -0.01 -1.53
H -1.010 0.578 -1.701 -0.22 0.08 0.29
H 3.504 2.087 -0.706 0.12 0.08 0.04
H -0.268 -1.637 -2.134 0.10 -0.43 1.71
H 0.240 -2.619 -0.714 0.78 -1.40 0.23
H 2.053 -1.638 -2.429 -0.91 0.39 0.91
H 1.573 -0.024 -1.963 -0.85 0.17 -0.22
H 1.298 0.526 0.945 2.42 -0.36 -1.07
```
Positions in Å, forces in eV/Å.

## Properties
**E_HOMO**: -0.3375 Ha
**Net charge**: 0



Looking at ΔE to the lowest compared entry with this formula, charge and spin for the records above, in order, we have 7.447 0.000 eV.
Looking at total energy for the records above, in order, we have -28095.89481 -37998.54969 eV.